[1]
{"formula": "C10H27I2OP2RhSi", "method": "ωB97M-V/def2-TZVPD", "homo_lumo_gap_ev": [6.0333, 2.5876], "e_homo_ev": [-13.0, -14.4], "energy_ev": -58503.1357, "multiplicity": 5, "fmax_ev_per_a": 5.3, "mol_weight_g_mol": 610.1, "de_lowest_kcal_mol": 25.2, "lumo_energy_ev": [-6.917, -11.769], "charge": 2, "elements": ["I", "I", "Rh", "P", "C", "C", "H", "H", "H", "H", "H", "H", "C", "H", "H", "H", "P", "C", "C", "H", "H", "H", "C", "H", "H", "H", "H", "H", "H", "C", "O", "C", "Si", "C", "C", "H", "H", "H", "H", "H", "H", "H", "H", "H"], "positions_angstrom": [[-1.655, 4.470, -3.002], [1.065, 4.238, -2.670], [0.002, 0.319, -0.214], [0.129, 1.879, 1.462], [1.841, 2.148, 2.073], [-0.487, 3.574, 1.189], [-0.406, 4.153, 2.120], [-0.675, 2.058, 3.726], [-1.539, 3.560, 0.888], [-1.859, 1.200, 2.672], [2.418, 2.642, 1.280], [0.069, 4.082, 0.393], [-0.796, 1.295, 2.940], [1.801, 2.804, 2.956], [-0.444, 0.322, 3.311], [2.349, 1.213, 2.343], [-0.692, -0.586, -2.205], [0.671, -1.372, -3.157], [-1.881, -1.956, -1.898], [-2.416, 0.933, -3.028], [-1.844, -0.167, -4.300], [-0.880, 1.258, -3.812], [-1.528, 0.453, -3.450], [-2.773, -1.540, -1.407], [-2.155, -2.377, -2.878], [0.239, -1.893, -4.024], [1.253, -2.087, -2.561], [-1.469, -2.749, -1.256], [1.347, -0.582, -3.509], [1.752, 0.447, -0.690], [2.894, 0.457, -0.952], [1.613, -1.312, 2.345], [0.291, -1.607, 1.013], [1.071, -2.945, -0.086], [-1.412, -2.055, 1.694], [2.609, -1.042, 1.954], [1.655, -2.330, 2.761], [1.328, -0.609, 3.137], [1.191, -3.731, 0.675], [0.429, -3.318, -0.893], [2.063, -2.685, -0.495], [-1.169, -2.968, 2.251], [-1.839, -1.311, 2.378], [-2.162, -2.285, 0.926]], "mulliken_spin": [1.49, 1.43, 1.00, -0.05, 0.00, 0.02, 0.00, 0.00, 0.00, 0.01, 0.00, 0.00, 0.02, 0.00, 0.00, 0.00, -0.06, 0.01, 0.02, 0.00, 0.00, 0.00, 0.03, 0.01, 0.00, 0.00, 0.00, 0.00, 0.00, 0.16, -0.01, 0.01, -0.16, 0.01, 0.08, 0.00, 0.00, 0.00, 0.00, 0.00, 0.00, 0.00, -0.01, -0.01]}

=====

[2]
{"formula": "C10H27N7O17", "method": "ωB97M-V/def2-TZVPD", "homo_lumo_gap_ev": 9.5905, "e_homo_ev": -10.5, "energy_ev": -56017.1926, "fmax_ev_per_a": 5.0, "mol_weight_g_mol": 517.4, "de_lowest_kcal_mol": 208.3, "lumo_energy_ev": -0.941, "smiles": "C[N+](=O)[O-].C[N+](=O)[O-].C[N+](=O)[O-].C[N+](=O)[O-].C[N+](=O)[O-].C[N+](=O)[O-].C[N+](=O)[O-].COC(=O)OC", "elements": ["C", "N", "O", "O", "H", "H", "H", "C", "N", "O", "O", "H", "H", "H", "C", "N", "O", "O", "H", "H", "H", "C", "N", "O", "O", "H", "H", "H", "C", "N", "O", "O", "H", "H", "H", "C", "N", "O", "O", "H", "H", "H", "C", "N", "O", "O", "H", "H", "H", "C", "O", "C", "O", "O", "C", "H", "H", "H", "H", "H", "H"], "positions_angstrom": [[-4.345, -7.242, 3.146], [-4.253, -7.559, 1.649], [-3.284, -8.154, 1.160], [-5.282, -7.319, 0.995], [-5.329, -7.545, 3.504], [-4.363, -6.165, 3.308], [-3.435, -7.562, 3.653], [1.154, -6.944, 7.086], [0.725, -8.274, 7.456], [-0.480, -8.519, 7.353], [1.711, -8.994, 7.838], [1.797, -7.060, 6.214], [1.536, -6.477, 7.994], [0.274, -6.427, 6.702], [-0.560, -6.496, 4.502], [-1.635, -7.268, 5.220], [-2.080, -8.241, 4.595], [-1.925, -6.935, 6.387], [-1.004, -5.506, 4.602], [-0.378, -6.865, 3.492], [0.322, -6.387, 5.133], [-1.091, -7.867, 1.725], [-1.254, -6.460, 1.247], [-1.839, -6.230, 0.196], [-0.613, -5.678, 1.894], [-1.320, -8.464, 0.842], [-1.786, -7.937, 2.562], [-0.036, -8.018, 1.953], [-1.759, -10.297, 6.605], [-1.066, -10.741, 5.324], [0.173, -10.661, 5.294], [-1.639, -11.245, 4.367], [-1.929, -9.225, 6.498], [-1.001, -10.326, 7.387], [-2.620, -10.912, 6.867], [1.435, -3.428, 5.394], [0.561, -3.719, 6.578], [0.090, -2.786, 7.206], [0.223, -4.909, 6.693], [0.850, -3.295, 4.484], [2.108, -4.281, 5.307], [2.040, -2.532, 5.538], [1.314, -9.092, 3.328], [2.302, -8.580, 4.272], [3.426, -8.471, 3.759], [2.008, -8.373, 5.441], [0.949, -8.158, 2.900], [0.466, -9.699, 3.647], [1.792, -9.729, 2.583], [-2.639, -4.115, 1.380], [-2.827, -3.804, 2.710], [-2.741, -4.652, 3.693], [-2.485, -5.847, 3.599], [-3.032, -3.965, 4.787], [-3.213, -4.632, 6.016], [-1.662, -3.722, 1.098], [-3.355, -3.539, 0.794], [-2.751, -5.120, 0.973], [-4.048, -4.129, 6.505], [-2.351, -4.620, 6.683], [-3.513, -5.671, 5.878]], "mulliken_charge": [-0.25, 1.09, -0.54, -0.63, 0.49, 0.14, -0.26, -0.38, 1.15, -0.65, -0.64, 0.34, 0.38, -0.19, 1.88, 1.75, -1.09, -0.75, 0.44, -1.84, -0.76, -1.61, 1.18, -0.62, -0.55, 0.47, 0.85, 0.51, -0.55, 1.04, -0.58, -0.59, 0.24, 0.26, 0.31, -0.69, 0.73, -0.50, -0.47, 0.24, 0.24, 0.32, -0.90, 0.93, -0.62, -0.46, 0.34, 0.21, 0.47, -0.73, -0.43, 0.84, -0.28, -0.49, -0.53, 0.30, 0.34, 0.28, 0.41, 0.15, 0.24]}

=====

[3]
{"formula": "C10H28BrN2O2Ti", "method": "ωB97M-V/def2-TZVPD", "homo_lumo_gap_ev": [7.0048, 9.0437], "e_homo_ev": [-12.7, -14.9], "energy_ev": -111037.2591, "multiplicity": 4, "fmax_ev_per_a": 2.9, "mol_weight_g_mol": 336.1, "lumo_energy_ev": [-5.731, -5.894], "charge": 2, "elements": ["Ti", "Br", "C", "N", "C", "C", "C", "C", "O", "H", "H", "H", "H", "H", "H", "H", "H", "H", "H", "H", "H", "H", "H", "C", "N", "C", "C", "C", "C", "O", "H", "H", "H", "H", "H", "H", "H", "H", "H", "H", "H", "H", "H", "H"], "positions_angstrom": [[1.130, -2.505, -3.083], [1.441, -1.238, -0.525], [-0.210, -2.076, 4.507], [-0.658, -2.379, 3.042], [-0.593, -1.020, 2.349], [0.257, -3.321, 2.233], [-2.123, -2.853, 3.042], [-2.418, -4.169, 3.587], [-1.846, -4.435, 4.778], [-0.966, -1.596, 5.128], [0.769, -1.596, 4.471], [-0.016, -2.955, 5.122], [-1.327, -0.286, 2.683], [-0.914, -1.250, 1.333], [0.396, -0.571, 2.254], [-0.181, -3.553, 1.262], [0.420, -4.115, 2.962], [1.247, -2.984, 1.928], [-2.470, -2.934, 2.012], [-2.609, -1.956, 3.427], [-1.856, -4.825, 2.922], [-3.479, -4.419, 3.597], [-2.016, -5.377, 4.844], [1.611, 1.462, -2.972], [0.991, 2.847, -2.512], [0.128, 2.403, -1.374], [1.985, 3.894, -1.928], [-0.079, 3.416, -3.578], [0.496, 4.033, -4.835], [1.087, 3.015, -5.520], [2.266, 1.699, -3.810], [0.854, 0.690, -3.111], [2.299, 1.021, -2.250], [-0.699, 1.980, -1.945], [-0.117, 3.334, -0.864], [0.502, 1.527, -0.844], [1.640, 4.840, -1.509], [2.542, 4.269, -2.787], [2.603, 3.322, -1.236], [-0.631, 4.214, -3.082], [-0.766, 2.608, -3.828], [1.232, 4.818, -4.659], [-0.310, 4.558, -5.348], [0.389, 2.463, -5.882]], "mulliken_spin": [3.02, -0.01, 0.00, 0.00, 0.00, -0.01, 0.00, 0.00, 0.00, 0.00, 0.00, 0.00, 0.00, 0.00, 0.00, 0.01, 0.00, 0.00, 0.00, 0.00, 0.00, 0.00, 0.00, 0.00, 0.00, 0.00, 0.00, 0.00, 0.00, 0.00, -0.02, 0.02, 0.00, 0.00, 0.00, -0.01, 0.00, 0.00, 0.00, 0.00, 0.00, 0.00, 0.00, 0.00]}

=====

> Which formula does entry 1 have?

C10H27I2OP2RhSi